No. 1
C17H25N5O2Sc as an isolated structure, computed with ωB97M-V/def2-TZVPD.

Structure (XYZ):
```
50
Properties=species:S:1:pos:R:3
Sc 0.407 0.806 -0.206
C -0.823 -2.198 0.768
C -0.233 -2.356 -0.623
N -0.466 -1.180 -1.484
C -1.864 -1.017 -1.910
C -2.660 -0.138 -0.975
C -4.046 -0.182 -0.929
C -4.704 0.684 -0.074
C -3.970 1.550 0.721
C -2.588 1.528 0.623
C -1.697 2.427 1.438
N -0.450 1.750 1.814
C -0.531 0.852 2.969
C -1.031 -0.529 2.568
N -0.199 -1.082 1.489
N -1.960 0.702 -0.219
H -1.892 -1.993 0.694
H -0.726 -3.149 1.303
H 0.850 -2.491 -0.548
H -0.642 -3.263 -1.082
H 0.095 -1.303 -2.318
H -1.863 -0.542 -2.893
H -2.368 -1.984 -2.020
H -4.586 -0.884 -1.551
H -5.785 0.675 -0.015
H -4.452 2.227 1.413
H -1.413 3.274 0.808
H -2.239 2.799 2.314
H 0.247 2.467 1.975
H 0.475 0.762 3.385
H -1.172 1.255 3.761
H -1.057 -1.177 3.451
H -2.054 -0.461 2.197
H 0.676 -1.399 1.896
O 2.340 1.006 1.166
C 3.415 0.111 0.860
C 3.561 -0.059 -0.632
C 4.792 -0.196 -1.248
C 4.841 -0.271 -2.632
C 3.663 -0.174 -3.349
C 2.477 -0.029 -2.652
N 2.414 0.002 -1.321
H 2.457 1.851 0.696
H 3.144 -0.844 1.318
H 4.343 0.455 1.315
H 5.697 -0.225 -0.657
H 5.793 -0.373 -3.136
H 3.651 -0.188 -4.429
H 1.540 0.107 -3.181
O 0.591 2.397 -0.858
```

Net charge ... +1
HOMO-LUMO gap ... 8.565 eV
ΔE to the lowest compared entry with this formula, charge and spin ... 14.6 kJ/mol
Calculated total energy ... -1847.73311 Ha


No. 2
An isolated ion of composition C7H15N2O and charge +1, computed with ωB97M-V/def2-TZVPD.

Structure (XYZ):
```
25
Properties=species:S:1:pos:R:3
O -2.011 -0.152 1.837
C -1.990 -0.873 0.861
C 1.286 2.402 -1.796
C 0.908 1.921 -0.588
N -3.173 -1.083 0.249
C 0.846 -0.074 1.602
C 1.599 -0.976 -0.447
C -0.640 -1.401 0.263
C -0.115 0.800 -0.506
N 0.460 -0.380 0.218
H 2.034 3.187 -1.900
H 0.818 2.105 -2.728
H 1.350 2.400 0.274
H -3.248 -1.603 -0.621
H -3.986 -0.638 0.698
H 0.041 0.417 2.169
H 1.697 0.616 1.571
H 1.106 -1.006 2.124
H 1.368 -1.255 -1.482
H 1.950 -1.835 0.141
H 2.443 -0.297 -0.469
H -0.334 -2.257 0.872
H -0.938 -1.737 -0.732
H -0.434 0.523 -1.549
H -1.035 1.197 -0.058
```

Net charge ... +1
HOMO-LUMO gap ... 11.213 eV
ΔE to the lowest compared entry with this formula, charge and spin ... 185.1 kJ/mol
Calculated total energy ... -460.20245 Ha


No. 3
C24H16BrCl5N2OW as an isolated structure, computed with ωB97M-V/def2-TZVPD.

Structure (XYZ):
```
50
Properties=species:S:1:pos:R:3
W -0.114 0.497 0.125
C -1.585 -3.887 -0.560
C -1.750 -2.411 -0.709
O -0.918 -1.629 -0.211
N -2.811 -1.946 -1.369
C -3.004 -0.518 -1.570
C -3.313 0.207 -0.280
C -4.623 0.451 0.088
C -4.900 1.118 1.272
C -3.848 1.536 2.070
C -2.564 1.263 1.652
N -2.292 0.609 0.503
H -0.605 -4.170 -0.945
H -2.357 -4.451 -1.078
H -1.604 -4.137 0.501
H -3.466 -2.594 -1.777
H -3.832 -0.385 -2.262
H -2.112 -0.107 -2.044
H -5.426 0.130 -0.562
H -5.924 1.314 1.562
H -4.010 2.064 2.998
H -1.711 1.576 2.246
Br 0.580 -0.719 2.299
C 2.127 -1.579 1.526
C 2.903 -2.356 2.327
C 4.042 -2.959 1.759
C 4.339 -2.755 0.441
C 3.514 -1.947 -0.378
C 3.812 -1.737 -1.747
C 3.008 -0.962 -2.534
C 1.862 -0.360 -1.986
C 1.522 -0.499 -0.650
C 2.362 -1.328 0.166
H 2.665 -2.508 3.371
H 4.675 -3.575 2.381
H 5.219 -3.211 0.005
H 4.695 -2.207 -2.162
H 3.245 -0.809 -3.578
H 1.247 0.237 -2.649
Cl 1.864 2.447 2.841
C 1.346 3.181 1.378
C 0.636 2.428 0.432
C 0.264 3.121 -0.709
Cl -0.610 2.084 -1.850
C 0.508 4.440 -1.001
Cl -0.023 5.150 -2.457
C 1.223 5.156 -0.032
Cl 1.583 6.791 -0.305
C 1.644 4.526 1.152
Cl 2.518 5.419 2.312
```

Net charge ... +2
HOMO-LUMO gap (alpha / beta) ... 6.151 / 6.775 eV
2S+1 ... 3
ΔE to the lowest compared entry with this formula, charge and spin ... 0.0 kJ/mol
Calculated total energy ... -6050.43776 Ha